Molecular formula: C4H8N2O
Method: DFT, ωB97M-V/def2-TZVPD

Last columns: bonded neighbours and bond lengths (Å).
Cartesian coordinates (Å):
1 C -1.779 0.623 0.741  N2 1.434, H8 1.100, H9 1.092, H10 1.103
2 N -0.459 0.070 0.833  C1 1.434, C3 1.421, H11 1.000
3 C 0.211 -0.190 -0.392  N2 1.421, C4 1.484, C6 1.522, H12 1.106
4 C -0.365 -1.309 -1.176  C3 1.484, N5 1.158
5 N -0.879 -2.121 -1.823  C4 1.158
6 C 1.712 -0.353 -0.203  C3 1.522, O7 1.404, H13 1.099, H14 1.094
7 O 2.251 0.714 0.534  C6 1.404, H15 0.966
8 H -2.498 -0.067 0.276  C1 1.100
9 H -2.159 0.951 1.711  C1 1.092
10 H -1.730 1.522 0.103  C1 1.103
11 H -0.059 -0.230 1.700  N2 1.000
12 H 0.069 0.705 -1.027  C3 1.106
13 H 2.186 -0.427 -1.191  C6 1.099
14 H 1.889 -1.286 0.341  C6 1.094
15 H 1.617 1.443 0.555  O7 0.966

Output
**Structure (SMILES)**: CN[C@H](C#N)CO
**Energy relative to the best compared isomer or geometry (same formula, charge and spin)**: 2.105 eV
**Frontier orbital gap**: 0.3708 Eh
**LUMO level**: 0.6840 eV